1.
The following is a DFT calculation (ωB97M-V with the def2-TZVPD basis set) of the molecule C2H3BrSi in a non-equilibrium geometry.

Structure (XYZ):
```
7
Properties=species:S:1:pos:R:3:forces:R:3:mulliken_charge:R:1
Si 0.93734 0.50003 -0.34778 0.3 1.1 -0.1 0.42
C -0.63928 0.34787 0.57320 -8.1 -8.6 -1.7 0.02
C -1.67793 -0.72292 0.33079 6.9 6.8 2.3 -0.16
Br -2.79882 -2.05181 0.97069 0.7 1.0 -0.5 0.01
H 0.50053 1.46454 -1.40746 0.6 -0.2 0.2 -0.08
H 1.86699 -0.51105 -0.84168 -0.5 -0.8 -0.5 -0.11
H 1.81115 0.97334 0.72224 0.2 0.7 0.2 -0.11
```
Positions in Å, forces in eV/Å.

Multiplicity: 1
Net charge: 0
ΔE to the lowest compared entry with this formula, charge and spin in kJ/mol: 404.55
Gap between HOMO and LUMO in eV: 8.64
LUMO energy in eV: -0.74
HOMO energy in eV: -9.376



2.
The following is a DFT calculation (ωB97M-V with the def2-TZVPD basis set) of a cluster of 4 separate species, C22H41Br2N3O9S2 in total in a non-equilibrium geometry.

Structure (XYZ):
```
79
Properties=species:S:1:pos:R:3:forces:R:3:mulliken_charge:R:1
C 3.44206 -3.95341 1.30474 -0.6 0.1 -1.1 -1.33
C 3.83364 -2.80799 0.22564 -0.5 -0.1 2.6 1.07
C 4.80698 -1.72186 0.93304 0.0 -1.9 1.2 -0.58
O 4.35171 -0.36347 0.75687 1.1 0.2 -2.5 -0.38
C 4.82153 0.20515 -0.43426 1.0 0.6 -1.5 0.57
O 5.77697 -0.18939 -1.11470 -2.5 0.3 2.2 -0.59
C 4.05974 1.53842 -0.91536 0.1 -0.6 1.7 -0.42
S 3.62966 1.52797 -2.71086 -1.1 -0.3 0.7 -0.14
C 1.81242 1.15201 -2.87425 0.0 0.3 -1.3 0.47
O 1.29891 1.43920 -3.95471 1.0 -1.1 3.2 -0.53
O 1.22472 0.53636 -1.76721 0.0 1.8 -1.9 0.13
C -0.20996 0.45840 -1.83036 -1.7 -3.4 1.3 0.19
C -0.65884 -0.16348 -0.39738 1.0 2.3 0.3 -1.17
Br -1.14527 2.21628 -1.94550 0.6 -0.7 -0.2 -0.09
C -0.75556 -0.61356 -2.92104 0.1 0.6 -0.3 -0.54
C 0.29555 -1.76755 -3.23108 0.2 -0.6 0.3 0.12
C -0.19884 -2.85369 -4.29163 1.7 0.5 -0.4 -0.79
Br -2.11855 -3.33128 -4.16157 0.9 0.1 0.0 -0.23
O 4.46714 -3.50734 -0.86712 -0.2 2.1 -1.6 -0.41
C 4.40058 -2.78518 -2.07123 -0.5 1.3 -1.7 0.33
O 3.50384 -2.00427 -2.41051 2.1 -2.1 1.9 -0.29
C 5.59082 -3.02875 -3.12643 -0.5 -1.1 1.6 -0.41
S 4.78223 -3.67864 -4.69465 0.1 -0.1 0.3 -0.24
H 2.40595 -4.32732 0.99195 1.5 0.3 0.5 0.32
H 4.16444 -4.82925 1.23776 -0.8 1.2 0.3 0.30
H 3.33354 -3.54802 2.35559 0.3 -0.5 -1.3 0.40
H 2.85711 -2.29463 -0.03296 1.4 -0.5 -0.2 -0.20
H 4.71138 -1.94330 2.05487 0.1 0.7 -1.6 0.39
H 5.90433 -1.89169 0.68682 -1.5 0.5 -0.1 0.25
H 4.80830 2.38745 -0.74611 -1.1 -1.1 -0.4 0.42
H 3.14771 1.71673 -0.26786 1.0 -0.2 -0.9 0.21
H -0.41628 0.67341 0.37059 -0.4 -1.8 -1.2 0.27
H -0.05592 -1.08242 -0.11912 -0.8 0.9 -0.6 0.21
H -1.78491 -0.30593 -0.34503 1.5 0.0 -0.3 0.39
H -1.68531 -1.07932 -2.44504 1.3 0.7 -0.8 0.37
H -1.08164 -0.06812 -3.86361 0.6 -0.8 1.0 0.32
H 1.30398 -1.38055 -3.61901 -1.6 -0.4 0.5 0.04
H 0.55973 -2.34581 -2.27357 -0.5 1.0 -1.2 0.07
H 0.44083 -3.79592 -4.17153 -1.2 1.2 0.0 0.38
H 0.01133 -2.48320 -5.35072 -0.7 -0.4 1.4 0.41
H 6.35827 -3.77762 -2.72559 -1.2 1.1 -0.6 0.32
H 6.11763 -2.03383 -3.32446 -1.1 -1.4 0.1 0.27
H 3.90190 -4.68782 -4.28356 1.1 1.1 0.2 0.13
C -4.08839 2.89104 3.10630 -0.1 -0.2 0.0 -0.91
N -3.10702 1.82850 3.02972 0.7 0.1 -0.4 0.17
C -3.35051 0.59354 3.74882 0.3 -0.1 0.0 -0.88
C -1.96519 1.95385 2.30374 -0.6 0.4 0.1 0.49
O -1.09907 1.09864 2.19632 -0.1 -0.1 0.6 -0.74
H -4.20782 3.19196 4.15046 -0.1 0.1 -0.1 0.37
H -5.04259 2.52308 2.72100 0.0 0.1 0.1 0.31
H -3.77390 3.75497 2.51901 0.1 -0.1 0.0 0.27
H -2.53830 0.42699 4.46124 -0.1 -0.1 0.0 0.30
H -3.36931 -0.23539 3.03849 -0.1 -0.1 0.2 0.13
H -4.30057 0.64189 4.28008 0.1 0.0 -0.2 0.41
H -1.87808 2.92593 1.79811 -0.1 -0.1 0.1 0.10
C -7.14410 -3.32821 0.92132 0.2 0.1 -0.1 -0.93
N -6.44862 -2.07556 1.13504 -0.3 0.2 0.6 0.14
C -5.44468 -1.65517 0.17519 0.0 0.2 0.2 -0.89
C -6.70664 -1.27938 2.20813 0.1 -0.3 -0.3 0.09
O -6.15795 -0.21967 2.44202 0.1 -0.1 -0.2 -0.55
H -6.41529 -4.14238 0.90136 -0.2 -0.1 0.0 0.33
H -7.66994 -3.28595 -0.03579 0.0 -0.2 0.1 0.33
H -7.86590 -3.51451 1.71747 0.1 0.1 0.0 0.29
H -4.48542 -1.54129 0.68564 0.0 0.1 -0.2 0.19
H -5.73315 -0.68964 -0.24640 0.2 0.0 -0.1 0.29
H -5.34938 -2.39040 -0.62420 -0.1 0.0 0.1 0.43
H -7.48331 -1.68877 2.87411 0.0 -0.1 0.0 0.27
C 2.19111 5.65731 0.70053 -0.1 0.0 0.3 -0.99
N 1.00872 5.39585 1.49515 -0.5 -0.1 -0.5 0.14
C 1.12484 5.36474 2.94085 -0.3 -0.1 0.0 -0.95
C -0.20848 5.17811 0.92824 0.5 0.1 0.0 0.16
O -1.23746 4.95199 1.53630 0.1 0.2 0.2 -0.67
H 2.93752 4.88565 0.90662 0.1 0.1 -0.1 0.34
H 2.59430 6.63634 0.97151 0.1 -0.1 -0.1 0.36
H 1.95499 5.65047 -0.36434 -0.1 0.0 0.1 0.31
H 0.80966 4.38419 3.30509 0.0 0.1 0.1 0.27
H 0.46826 6.12499 3.37008 0.1 -0.1 0.1 0.30
H 2.15431 5.55531 3.24512 -0.1 0.0 -0.1 0.40
H -0.18654 5.22414 -0.17216 0.1 0.0 0.0 0.31
```
Positions in Å, forces in eV/Å.

Multiplicity: 1
Net charge: 0
Gap between HOMO and LUMO in eV: 9.12
LUMO energy in eV: 0.46
HOMO energy in eV: -8.659